No. 1
DFT (ωB97M-V/def2-TZVPD) results for a 3-piece molecular cluster, C3H11NO3S overall at a distorted geometry.

Last column: natural (NBO) charge in e.
Element x y z (Å)
C  -0.269  -0.320  -1.009  -0.53
C  -1.182  0.649  -1.741  -0.53
S  -2.906  0.178  -1.895  -0.02
C  1.222  -0.042  -1.232  0.68
N  1.991  -0.516  -0.219  -0.83
O  1.607  0.434  -2.275  -0.62
H  -0.663  -0.590  -0.029  0.21
H  -0.365  -1.282  -1.544  0.24
H  -1.125  1.652  -1.300  0.21
H  -0.798  0.794  -2.748  0.25
H  -3.338  0.587  -0.690  0.11
H  1.566  -0.727  0.672  0.42
H  2.991  -0.447  -0.216  0.40
H  -0.645  0.540  1.939  0.48
H  -0.160  1.972  1.648  0.48
O  -0.248  1.315  2.348  -0.95
H  0.886  -0.637  3.003  0.50
H  0.668  -2.186  2.895  0.49
O  0.769  -1.376  2.393  -0.97

Orbital gap ... 9.426 eV
Energy above the lowest of the compared OMol25 structures with the same formula, charge and spin ... 8.2 kJ/mol
Charge ... 0
Energy ... -799.5866 Ha



No. 2
DFT (ωB97M-V/def2-TZVPD) results for C31H32F6N2O4S6Sc as an isolated structure.

Last column: Mulliken charge in e.
Element x y z (Å)
Sc  -1.348  0.226  -0.157  -1.13
C  3.919  1.231  2.075  -0.94
C  4.322  1.999  0.819  -0.80
S  2.943  2.922  0.093  -0.02
C  3.028  2.476  -1.662  0.02
C  2.992  0.996  -2.031  -1.52
S  1.583  0.052  -1.358  0.50
C  2.425  -1.326  -0.571  1.11
C  3.320  -1.070  0.634  -1.17
S  2.591  0.014  1.894  0.12
H  4.804  0.747  2.496  0.40
H  3.545  1.926  2.830  0.38
H  5.121  2.697  1.079  0.53
H  4.726  1.326  0.064  0.25
H  2.162  2.987  -2.085  -0.36
H  3.913  2.934  -2.112  0.64
H  2.971  0.924  -3.121  0.59
H  3.905  0.496  -1.701  0.50
H  1.571  -1.924  -0.271  -1.68
H  2.989  -1.883  -1.324  0.70
H  3.531  -2.040  1.089  0.41
H  4.276  -0.638  0.334  0.58
F  0.498  1.903  4.204  -0.21
C  -0.787  1.576  4.080  0.59
F  -0.884  0.259  3.935  -0.17
F  -1.428  1.937  5.193  -0.25
S  -1.498  2.454  2.620  1.23
O  -0.851  1.784  1.504  -0.14
O  -1.176  3.826  2.837  -0.72
N  -3.051  2.242  2.694  -0.72
S  -3.822  1.018  2.055  1.14
O  -4.924  1.441  1.259  -0.74
O  -2.937  -0.020  1.551  -0.28
C  -4.580  0.237  3.543  0.51
F  -5.239  -0.859  3.173  -0.20
F  -3.654  -0.100  4.437  -0.21
F  -5.440  1.079  4.118  -0.22
S  -1.004  2.644  -4.314  -0.49
C  -0.233  3.741  -3.216  1.20
C  0.510  4.884  -3.493  -0.58
C  1.003  5.613  -2.427  -0.49
C  0.756  5.213  -1.110  -0.48
C  0.026  4.074  -0.833  -0.63
C  -0.467  3.322  -1.899  -0.93
N  -1.220  2.163  -1.789  -0.15
C  -1.597  1.718  -2.953  0.95
C  -2.494  0.569  -3.111  1.08
C  -3.082  0.297  -4.352  -0.96
C  -4.007  -0.723  -4.452  -0.67
C  -4.337  -1.453  -3.312  -0.76
C  -3.725  -1.177  -2.098  0.03
C  -2.774  -0.159  -1.942  -0.13
H  0.691  5.195  -4.514  0.41
H  1.585  6.506  -2.615  0.36
H  1.155  5.796  -0.291  0.40
H  -0.152  3.750  0.183  0.55
H  -2.832  0.886  -5.229  0.32
H  -4.475  -0.943  -5.404  0.37
H  -5.073  -2.247  -3.380  0.39
H  -3.990  -1.783  -1.236  0.26
C  -1.970  -3.698  0.878  -1.74
C  -0.705  -3.129  0.197  3.61
C  -0.708  -3.602  -1.259  -2.07
C  -0.760  -1.611  0.187  -0.14
C  0.507  -3.669  0.968  -0.72
C  0.715  -3.268  2.292  -0.08
C  1.817  -3.689  3.016  -0.71
C  2.756  -4.536  2.438  -0.46
C  2.565  -4.954  1.131  -0.81
C  1.452  -4.529  0.411  0.21
H  -2.848  -3.364  0.324  0.33
H  -2.060  -3.320  1.898  0.22
H  -1.959  -4.795  0.912  0.39
H  -1.594  -3.195  -1.746  0.35
H  -0.731  -4.694  -1.346  0.54
H  0.161  -3.218  -1.799  0.08
H  -0.624  -1.196  1.228  -0.45
H  0.011  -2.586  2.752  0.22
H  1.952  -3.342  4.034  0.35
H  3.625  -4.861  2.999  0.38
H  3.286  -5.614  0.661  0.35
H  1.335  -4.864  -0.611  0.37

Orbital gap ... 5.126 eV
Energy above the lowest of the compared OMol25 structures with the same formula, charge and spin ... 230.0 kJ/mol
Charge ... -1
Energy ... -5360.0840 Ha



No. 3
DFT (ωB97M-V/def2-TZVPD) results for C21H38InN2O3S as an isolated structure.

Last column: Mulliken charge in e.
Element x y z (Å)
C  -0.716  -1.326  4.232  -1.28
C  -1.617  -1.008  3.048  0.68
C  -0.868  -1.092  1.717  0.04
N  -2.849  -0.754  3.164  -0.64
In  -3.401  1.201  2.523  0.68
C  -5.217  1.802  3.550  -1.31
S  -3.798  1.135  0.032  -0.57
C  -1.628  2.478  2.803  -0.41
C  -0.594  2.458  1.863  0.14
C  0.541  3.241  2.047  -0.40
C  0.615  4.036  3.182  -0.38
N  -0.352  4.102  4.095  -0.65
C  -1.429  3.338  3.890  0.02
H  -1.309  -1.523  5.124  0.36
H  -0.047  -0.475  4.405  0.27
H  -0.078  -2.194  4.024  0.22
H  -1.415  -0.548  0.947  -0.46
H  0.156  -0.710  1.811  0.27
H  -0.774  -2.151  1.453  0.17
H  -5.807  2.508  2.962  0.26
H  -5.023  2.209  4.545  0.28
H  -5.824  0.902  3.689  0.28
H  -3.172  2.212  -0.457  0.06
H  -0.672  1.830  0.980  0.37
H  1.352  3.244  1.326  0.36
H  1.497  4.647  3.356  0.33
H  -2.197  3.411  4.656  0.35
C  -2.069  0.117  -5.111  -0.60
C  -2.676  -0.452  -3.828  -0.54
C  -1.554  -0.226  -2.828  0.10
O  -0.868  0.957  -3.260  -0.29
C  -1.288  1.311  -4.574  -0.47
H  -2.807  0.402  -5.861  0.37
H  -1.388  -0.610  -5.561  0.26
H  -3.556  0.123  -3.533  0.20
H  -2.964  -1.500  -3.906  0.40
H  -0.840  -1.060  -2.831  0.22
H  -1.921  -0.080  -1.814  -0.25
H  -1.923  2.203  -4.515  0.29
H  -0.409  1.555  -5.175  0.25
C  4.160  1.333  -2.820  -0.56
C  2.696  0.913  -2.955  -0.40
C  1.995  1.952  -2.093  -0.04
O  2.787  3.147  -2.189  -0.44
C  4.040  2.852  -2.795  -0.49
H  4.800  0.974  -3.626  0.35
H  4.567  0.971  -1.873  0.26
H  2.369  1.002  -3.994  0.18
H  2.499  -0.105  -2.624  0.37
H  1.962  1.637  -1.044  0.05
H  0.981  2.160  -2.421  0.18
H  4.050  3.261  -3.813  0.28
H  4.835  3.336  -2.224  0.28
C  2.085  -5.313  0.192  -0.54
C  3.130  -4.357  0.767  -0.54
C  2.246  -3.307  1.432  -0.28
O  1.073  -3.993  1.862  -0.36
C  1.019  -5.292  1.282  -0.44
H  2.466  -6.315  -0.006  0.34
H  1.682  -4.910  -0.740  0.27
H  3.739  -4.870  1.514  0.27
H  3.796  -3.930  0.018  0.32
H  1.958  -2.521  0.726  0.17
H  2.714  -2.834  2.297  0.28
H  1.229  -6.039  2.056  0.27
H  0.012  -5.466  0.900  0.26

Orbital gap ... 6.123 eV
Charge ... -1
Energy ... -1746.4994 Ha



No. 4
DFT (ωB97M-V/def2-TZVPD) results for C5H6N2O2 in the gas phase at a distorted geometry.

Last column: natural (NBO) charge in e.
Element x y z (Å)
C  -1.634  0.140  0.073  0.38
C  0.428  -0.903  0.569  0.34
C  2.100  0.374  -0.260  -0.10
C  0.813  1.149  -0.373  -0.12
C  -0.202  0.468  0.255  -0.16
H  -2.774  1.448  0.896  0.35
H  -2.341  -1.693  -0.549  0.38
H  0.087  -1.229  1.536  0.16
H  2.724  0.796  0.472  0.19
H  2.669  0.405  -1.251  0.19
H  0.934  2.109  -0.896  0.23
N  -2.808  0.668  0.151  -0.65
N  -1.519  -1.128  -0.674  -0.33
O  -0.261  -1.771  -0.237  -0.39
O  1.785  -0.835  0.287  -0.48

Orbital gap ... 9.470 eV
Energy above the lowest of the compared OMol25 structures with the same formula, charge and spin ... 460.0 kJ/mol
Charge ... 0
Energy ... -453.9590 Ha



No. 5
DFT (ωB97M-V/def2-TZVPD) results for a 2-piece molecular cluster, C5H11NO overall at a distorted geometry.

Last column: natural (NBO) charge in e.
Element x y z (Å)
N  -1.610  0.380  0.079  -0.83
C  -0.234  0.644  -0.020  0.17
C  0.532  1.296  0.879  -0.53
C  0.832  -0.185  -3.664  -0.65
C  -0.053  0.024  -2.472  -0.14
C  0.404  0.005  -1.205  -0.22
H  -2.146  0.866  0.785  0.37
H  -2.053  0.563  -0.811  0.37
H  0.256  1.305  1.922  0.21
H  1.438  1.676  0.433  0.21
H  0.788  -1.200  -4.063  0.22
H  1.837  -0.033  -3.274  0.21
H  0.657  0.537  -4.458  0.22
H  -1.091  -0.309  -2.538  0.19
H  1.485  -0.034  -1.100  0.19
H  0.846  -1.815  4.628  0.47
H  -0.654  -1.695  4.697  0.47
O  0.133  -1.635  5.254  -0.93

Orbital gap ... 8.731 eV
Energy above the lowest of the compared OMol25 structures with the same formula, charge and spin ... 283.5 kJ/mol
Charge ... 0
Energy ... -327.0234 Ha



Record order is preserved below.
LUMO: 0.01085, 0.07950, 0.08513, 0.01457, 0.02426 Ha